[1]
C16H32O8S4 as an isolated structure. Source: the OMol25 dataset; level of theory: ωB97M-V/def2-TZVPD.

Each line ends with the Mulliken charge.
Cartesian coordinates (Å):
C (-3.39627, -10.42139, 1.83015)  1.09
C (-4.25187, -9.27134, 2.42018)  -1.95
C (-4.27634, -8.17762, 1.32081)  -0.61
S (-4.49854, -9.11979, -0.25705)  1.27
O (-3.60774, -8.64120, -1.34991)  -0.62
O (-5.92302, -9.43549, -0.58255)  -0.80
C (-3.99638, -10.75402, 0.41837)  -1.81
H (-3.25297, -11.27390, 2.49409)  -0.44
H (-2.38254, -10.04750, 1.68645)  0.36
H (-3.96895, -8.78499, 3.35374)  0.49
H (-5.23068, -9.58356, 2.78425)  0.30
H (-3.26929, -7.77488, 1.21240)  0.37
H (-5.01056, -7.39272, 1.50235)  0.72
H (-3.32510, -11.16095, -0.33786)  0.55
H (-4.85878, -11.40976, 0.29843)  0.45
C (-5.93569, -13.92710, 3.20651)  -0.39
C (-5.43289, -14.33611, 4.47175)  -0.61
C (-4.35452, -13.39450, 5.04596)  -0.89
S (-3.29483, -12.87671, 3.54012)  1.19
O (-2.16484, -13.80856, 3.27142)  -0.72
O (-3.10817, -11.42071, 3.57627)  -0.53
C (-4.74281, -13.36057, 2.41131)  -0.73
H (-6.76449, -13.21960, 3.18166)  0.31
H (-6.13432, -14.89197, 2.73996)  0.19
H (-4.98796, -15.29736, 4.72894)  0.37
H (-6.24182, -14.31243, 5.20194)  0.38
H (-3.77170, -13.85734, 5.84234)  0.43
H (-4.91993, -12.54921, 5.43823)  0.39
H (-4.30850, -14.14472, 1.79115)  0.55
H (-4.94600, -12.67334, 1.59001)  0.22
C (-2.94831, -5.56240, -3.03222)  -0.67
C (-4.45514, -5.85916, -2.85966)  -0.82
C (-4.49606, -6.56113, -1.52988)  -0.38
S (-3.22364, -5.91478, -0.35984)  0.98
O (-2.69395, -7.02201, 0.51546)  -0.58
O (-3.73002, -4.67298, 0.20747)  -0.70
C (-2.07332, -5.74864, -1.83340)  -0.70
H (-2.96591, -4.55325, -3.44381)  0.31
H (-2.58133, -6.14263, -3.87883)  0.33
H (-4.99762, -6.37411, -3.65254)  0.39
H (-4.92967, -4.87842, -2.82714)  0.30
H (-4.33095, -7.63019, -1.66380)  -0.06
H (-5.40849, -6.56365, -0.93356)  0.74
H (-1.51460, -6.68423, -1.80833)  0.30
H (-1.30999, -5.03607, -1.52090)  0.54
C (-1.15440, -13.80327, 1.15112)  -1.02
C (-1.99304, -12.65666, 1.51350)  0.17
C (-1.42018, -11.86157, 2.66801)  -1.40
S (0.40760, -12.25002, 2.64310)  1.23
O (0.77262, -13.05179, 3.77984)  -0.67
O (1.23909, -11.09780, 2.28701)  -0.73
C (0.36828, -13.43456, 1.12955)  -0.99
H (-1.45798, -14.27917, 0.21867)  0.51
H (-1.25893, -14.61599, 1.86990)  0.33
H (-3.04879, -12.87799, 1.67004)  0.31
H (-2.07117, -11.99523, 0.65066)  0.20
H (-1.66078, -12.12066, 3.69906)  0.39
H (-1.74324, -10.82343, 2.59065)  1.30
H (1.11920, -14.15065, 1.46336)  0.51
H (0.78015, -12.79159, 0.35169)  0.36

Properties
Total charge = 0
E_LUMO = 0.014 eV
Gap between HOMO and LUMO = 0.3127 Ha
Relative energy (zero: lowest compared OMol25 entry of this formula, charge and spin) = 19.6896 eV
Largest force on an atom = 13.147 eV Å⁻¹

***

[2]
C16H33BaN6P2S as an isolated structure. Source: the OMol25 dataset; level of theory: ωB97M-V/def2-TZVPD.

Each line ends with the Mulliken charge.
Cartesian coordinates (Å):
Ba (-0.37395, -1.48462, -0.61884)  1.49
C (-1.59418, 3.49570, -4.04104)  -0.79
C (-1.53711, 2.32878, -5.01948)  -0.46
N (-0.61146, 1.29057, -4.60427)  -0.13
C (-0.65301, 0.64019, -3.42793)  0.28
S (0.25827, -0.82107, -3.39546)  -0.70
N (-1.26432, 1.19567, -2.41279)  -0.22
N (-1.66449, 0.48673, -1.37868)  -0.93
C (-2.04130, 1.10117, -0.29642)  1.17
C (-1.82657, 2.57465, -0.10831)  -1.66
C (-2.79079, 0.29204, 0.64785)  0.52
C (-3.72955, 0.84843, 1.52853)  -0.41
C (-4.52245, 0.01294, 2.28867)  -0.54
C (-4.35056, -1.36156, 2.17689)  -0.50
C (-3.37497, -1.82727, 1.31491)  -0.59
N (-2.61854, -1.03719, 0.57249)  -0.28
H (-2.12885, 4.32349, -4.49868)  0.41
H (-0.58813, 3.81009, -3.77740)  0.29
H (-2.10612, 3.19642, -3.13331)  0.03
H (-1.20042, 2.67568, -5.99865)  0.40
H (-2.54018, 1.89885, -5.13436)  0.24
H (-0.10319, 0.81488, -5.33623)  0.25
H (-0.79761, 2.81936, -0.38414)  0.41
H (-2.00271, 2.89002, 0.91419)  0.49
H (-2.47671, 3.14635, -0.77036)  0.30
H (-3.85433, 1.91747, 1.58606)  0.36
H (-5.27061, 0.41725, 2.95567)  0.46
H (-4.96172, -2.04741, 2.73770)  0.44
H (-3.20153, -2.89364, 1.21025)  0.41
C (-0.48725, -2.29205, 3.94209)  -1.45
P (-0.18166, -0.90759, 2.76260)  0.76
C (-0.89345, 0.45274, 3.78320)  -1.39
C (1.61207, -0.58475, 3.10682)  -0.96
C (2.53796, -1.57304, 2.41060)  -1.01
P (2.60581, -1.36310, 0.56740)  0.72
C (3.90684, -2.60367, 0.22494)  -1.31
C (3.59426, 0.17806, 0.44994)  -1.23
H (-0.10466, -2.03642, 4.93120)  0.41
H (-0.00511, -3.20119, 3.58708)  0.37
H (-1.55884, -2.47550, 4.01208)  0.38
H (-0.44197, 0.44683, 4.77563)  0.49
H (-1.96731, 0.30415, 3.88143)  0.35
H (-0.71944, 1.41570, 3.30697)  0.31
H (1.77738, -0.61320, 4.18990)  0.46
H (1.81823, 0.43231, 2.75767)  0.40
H (2.23000, -2.60161, 2.62221)  0.38
H (3.55712, -1.44906, 2.79312)  0.49
H (4.74138, -2.46263, 0.91210)  0.39
H (4.25491, -2.46790, -0.79529)  0.33
H (3.50584, -3.60918, 0.34289)  0.35
H (4.42947, 0.14799, 1.15199)  0.41
H (2.97597, 1.05374, 0.64899)  0.33
H (3.97329, 0.23652, -0.56769)  0.32
N (4.52033, -0.93561, -3.45063)  -0.65
N (3.36629, -0.96762, -2.60358)  -0.29
H (5.01109, -0.06279, -3.27613)  0.22
H (4.27276, -0.96436, -4.44175)  0.25
H (2.64419, -0.30645, -2.91420)  0.23
H (2.95158, -1.89431, -2.70841)  0.23

Properties
Total charge = +1
E_LUMO = -3.155 eV
Gap between HOMO and LUMO = 0.2674 Ha
Relative energy (zero: lowest compared OMol25 entry of this formula, charge and spin) = 1.5452 eV
Largest force on an atom = 2.099 eV Å⁻¹

***

[3]
C16H33BeF12N5O11S4 as an isolated structure. Source: the OMol25 dataset; level of theory: ωB97M-V/def2-TZVPD.

Each line ends with the Mulliken charge.
Cartesian coordinates (Å):
Be (-0.69502, -1.29271, 0.12086)  1.86
C (-1.26138, -1.73067, -4.42651)  0.60
F (-2.16347, -1.46636, -5.37837)  -0.20
F (-0.77262, -2.94050, -4.60574)  -0.22
F (-0.29492, -0.82226, -4.48346)  -0.18
S (-2.23649, -1.77440, -2.69681)  0.62
O (-3.61887, -1.83665, -3.06979)  -0.55
O (-1.67727, -2.87729, -1.92284)  -0.55
N (-1.80890, -0.35011, -1.85289)  -0.30
S (-2.68752, 0.81691, -2.47122)  0.79
O (-2.84266, 0.74730, -3.90256)  -0.64
O (-3.90188, 1.08704, -1.72458)  -0.67
C (-1.62565, 2.42362, -2.21690)  0.56
F (-2.30694, 3.40852, -2.79022)  -0.20
F (-1.39419, 2.66438, -0.90171)  -0.21
F (-0.44230, 2.31079, -2.85731)  -0.21
C (-2.58268, -0.26805, 4.17907)  0.46
F (-3.26319, 0.74802, 4.72210)  -0.19
F (-1.95817, -0.89685, 5.16426)  -0.20
F (-3.42881, -1.12395, 3.53764)  -0.18
S (-1.23086, 0.42328, 2.88563)  0.51
O (-1.97925, 0.70991, 1.70072)  -0.50
O (-0.67043, 1.61518, 3.46238)  -0.49
N (-0.21059, -0.93512, 2.49259)  -0.14
S (1.04725, -0.68641, 3.39534)  0.70
O (1.84838, 0.31062, 2.70963)  -0.68
O (0.76163, -0.53539, 4.84694)  -0.60
C (2.09861, -2.32762, 3.25806)  0.58
F (3.30522, -2.19644, 3.84266)  -0.23
F (1.39483, -3.25802, 3.90841)  -0.23
F (2.23660, -2.66631, 1.98914)  -0.20
C (-1.52703, -5.63476, 1.85064)  -1.77
C (-1.61240, -4.35520, 1.10504)  0.72
C (-2.73583, -3.43292, 1.68170)  -1.14
O (-2.83229, -2.19791, 0.94817)  0.43
C (-4.13391, -1.63131, 0.71053)  -1.16
N (-0.28438, -3.73775, 1.18076)  -0.08
H (-2.51668, -6.06882, 1.99310)  0.45
H (-1.06419, -5.58589, 2.83628)  0.34
H (-0.85876, -6.32253, 1.33248)  0.46
H (-1.75508, -4.57758, 0.04754)  0.10
H (-2.53022, -3.21577, 2.72987)  0.23
H (-3.69478, -3.92923, 1.53274)  0.63
H (-3.99825, -0.55377, 0.61771)  0.24
H (-4.86968, -1.69731, 1.51202)  0.47
H (-4.58791, -1.99118, -0.21277)  0.37
H (0.47962, -4.38193, 1.32715)  0.38
H (-0.27400, -3.21587, 2.04541)  -0.24
C (2.65446, 1.38343, -1.73844)  -1.64
C (1.65601, 0.26374, -1.36599)  0.86
C (2.32355, -1.16008, -1.23911)  -1.27
O (1.19031, -2.09191, -1.30186)  0.33
C (1.69433, -3.43140, -1.48036)  -0.96
N (0.99889, 0.62244, -0.09481)  0.58
H (2.25219, 2.39567, -1.77900)  0.08
H (3.03370, 1.23867, -2.75003)  0.59
H (3.53097, 1.39842, -1.09066)  0.45
H (0.86641, 0.14761, -2.10838)  -0.21
H (2.89947, -1.40471, -0.34660)  0.40
H (3.00814, -1.32799, -2.07053)  0.53
H (2.35446, -3.61822, -2.32737)  0.32
H (0.85469, -4.12645, -1.48372)  0.23
H (2.29482, -3.73760, -0.62376)  0.22
H (0.52097, 1.51079, -0.14513)  -0.40
H (1.73687, 0.76957, 0.57887)  0.25
C (3.85325, 5.51064, -1.18549)  -1.73
C (2.40922, 5.40733, -1.52549)  0.98
C (1.52453, 5.01842, -0.40149)  -0.83
O (1.86207, 3.78403, 0.30679)  -0.15
C (1.32717, 3.63419, 1.59587)  -0.86
N (2.02011, 6.67048, -2.14664)  -0.76
H (4.49198, 5.88897, -1.98359)  0.40
H (4.28559, 4.63546, -0.70046)  0.29
H (3.92169, 6.31459, -0.45264)  0.41
H (2.37900, 4.61686, -2.27539)  0.22
H (0.49837, 4.97880, -0.76688)  0.21
H (1.70646, 5.80423, 0.33167)  0.42
H (1.51401, 2.63035, 1.97732)  0.19
H (0.23867, 3.68369, 1.62436)  0.36
H (1.60895, 4.38255, 2.33658)  0.44
H (2.54293, 6.92361, -2.97289)  0.29
H (1.10334, 6.53270, -2.54745)  0.25

Properties
Total charge = 0
E_LUMO = -1.120 eV
Gap between HOMO and LUMO = 0.3120 Ha
Largest force on an atom = 4.386 eV Å⁻¹

***

[4]
A 3-piece molecular cluster, C16H33Br2F3NO6 overall. Source: the OMol25 dataset; level of theory: ωB97M-V/def2-TZVPD.

Each line ends with the Mulliken charge.
Cartesian coordinates (Å):
C (3.96166, -0.60649, 0.90811)  -0.85
C (3.29985, -1.96475, 1.05440)  -0.33
O (1.86977, -1.94118, 0.96892)  -0.39
C (1.35791, -1.42139, -0.20128)  -0.85
C (0.16558, -2.16530, -0.80453)  -0.39
C (-0.13901, -1.25340, -1.98621)  -0.99
N (0.33463, 0.16065, -1.59004)  0.10
C (1.26788, 0.74570, -2.60338)  -1.09
C (1.41256, 2.26275, -2.47393)  -0.31
O (2.03370, 2.70431, -1.30165)  -0.44
C (2.16216, 2.78703, -3.70150)  0.73
F (3.38445, 2.22297, -3.75254)  -0.26
F (1.51315, 2.45071, -4.82720)  -0.26
F (2.30264, 4.09924, -3.66722)  -0.23
C (0.86553, 0.04342, -0.16356)  0.94
C (-0.27881, 0.46615, 0.78697)  -1.13
Br (-0.53700, -0.67620, 2.32672)  0.05
C (-0.15150, 1.93760, 1.18380)  0.28
C (-1.35739, 2.48361, 1.91818)  -1.41
Br (1.46904, 2.23635, 2.21550)  -0.05
H (4.98765, -0.66938, 1.27352)  0.47
H (4.01821, -0.27291, -0.13276)  0.18
H (3.44217, 0.14281, 1.50869)  0.08
H (3.50693, -2.38006, 2.03833)  0.41
H (3.68511, -2.66873, 0.30541)  0.30
H (2.12914, -1.43915, -0.99206)  0.65
H (-0.66307, -2.28457, -0.10997)  0.40
H (0.52208, -3.12842, -1.17302)  0.19
H (0.42591, -1.55725, -2.86539)  0.44
H (-1.18942, -1.19835, -2.26431)  0.39
H (-0.50118, 0.74502, -1.60563)  0.55
H (2.23011, 0.23784, -2.51879)  0.31
H (0.85281, 0.51505, -3.58488)  0.77
H (0.41995, 2.72641, -2.48842)  0.42
H (2.91903, 2.32258, -1.21368)  0.35
H (1.68661, 0.74141, -0.03397)  0.05
H (-1.23515, 0.38451, 0.25697)  0.57
H (0.00977, 2.50642, 0.26262)  0.14
H (-1.24096, 3.54800, 2.11027)  0.50
H (-2.25295, 2.34274, 1.30620)  0.28
H (-1.49659, 1.97458, 2.87128)  0.39
C (-5.76057, 4.58196, 2.76888)  -0.32
C (-4.43001, 5.17729, 3.16967)  -0.45
O (-3.45599, 4.96272, 2.13997)  -0.44
O (-5.63169, 3.19877, 2.48722)  -0.51
H (-6.48113, 4.68547, 3.58005)  0.33
H (-6.15590, 5.11433, 1.89297)  0.26
H (-4.04142, 4.66158, 4.04730)  0.25
H (-4.52903, 6.24059, 3.40173)  0.32
H (-3.67914, 5.53181, 1.39498)  0.27
H (-4.80584, 3.10109, 1.99830)  0.32
C (-0.46754, -6.67261, 0.14015)  -0.29
C (0.68877, -6.93390, -0.79863)  -0.51
O (1.34421, -5.69963, -1.12433)  -0.48
O (-1.38120, -5.75110, -0.43344)  -0.50
H (-1.01314, -7.59386, 0.34294)  0.33
H (-0.08584, -6.28546, 1.09506)  0.24
H (0.32209, -7.32707, -1.74576)  0.27
H (1.39248, -7.64999, -0.36782)  0.34
H (1.81930, -5.40642, -0.33829)  0.28
H (-0.84136, -5.09587, -0.89096)  0.31

Properties
Total charge = +1
E_LUMO = -2.964 eV
Gap between HOMO and LUMO = 0.3376 Ha
Largest force on an atom = 0.598 eV Å⁻¹